C10H10ClN | ωB97M-V with the def2-TZVPD basis set

HOMO energy (alpha / beta) in eV: -8.38 / -8.04
Total charge: 0
Relative energy (zero: lowest compared OMol25 entry of this formula, charge and spin) in kcal per mole: 100.29
Maximum force in hartree/bohr: 0.119
Frontier orbital gap (alpha / beta) in eV: 7.16 / 7.78
E_LUMO (alpha / beta) in eV: -1.2 / -0.3

Each atom is followed by the atoms it is bonded to, with distances in Å.
Atoms and positions in Å:
1 C -2.65 0.96 -0.21  C2 1.428, C3 1.407, H13 1.134
2 C -2.58 -0.46 -0.32  C1 1.428, C4 1.360, H14 1.158
3 C -1.45 1.63 0.06  C1 1.407, C5 1.388, H15 1.092
4 C -1.41 -1.14 -0.20  C2 1.360, C6 1.411, H16 1.070
5 C -0.29 0.91 0.33  C3 1.388, C6 1.425, C9 1.448
6 C -0.20 -0.49 0.10  C4 1.411, C5 1.425, N11 1.321
7 C 1.86 1.72 -0.46  C8 1.294, C9 1.580, H17 1.068
8 C 2.99 1.12 -0.60  C7 1.294, Cl12 1.684
9 C 0.92 1.56 0.80  C5 1.448, C7 1.580, H18 1.083, H19 1.135
10 C 1.09 -2.50 0.16  N11 1.436, H20 1.000, H21 1.106, H22 1.176
11 N 0.97 -1.09 -0.09  C6 1.321, C10 1.436
12 Cl 3.82 -0.11 0.19  C8 1.684
13 H -3.66 1.37 -0.52  C1 1.134
14 H -3.54 -0.84 -0.84  C2 1.158
15 H -1.38 2.72 0.02  C3 1.092
16 H -1.45 -2.20 -0.34  C4 1.070
17 H 1.67 2.37 -1.29  C7 1.068
18 H 0.75 2.57 1.16  C9 1.083
19 H 1.39 0.87 1.57  C9 1.135
20 H 1.93 -2.89 0.53  C10 1.000
21 H 0.29 -2.97 0.77  C10 1.106
22 H 0.93 -3.10 -0.84  C10 1.176